No. 1
ORCA calculation (ωB97M-V/def2-TZVPD) on a 2-piece molecular cluster, C4H14N2O2 overall.

Geometry as ORCA input:
```
! wB97M-V def2-TZVPD RIJCOSX def2/J DEFGRID3
* xyz 0 1
N -0.46865 -1.80721 -2.14306
C 0.38700 -0.81971 -1.39930
C -0.50297 -0.10595 -0.40640
N -1.59257 0.59576 -1.01894
C 0.36564 0.94111 0.35751
C -0.02532 1.27484 1.79867
O -1.27460 1.91924 1.75281
H 0.04601 -2.11959 -2.95077
H -0.77799 -2.48428 -1.45786
H 1.29437 -1.35187 -1.03152
H 0.78454 -0.10775 -2.15123
H -0.82488 -0.71026 0.46944
H -2.32181 -0.02947 -1.35383
H -1.32878 1.06324 -1.87849
H 0.27856 1.93399 -0.12943
H 1.41643 0.64646 0.31986
H -0.07271 0.37536 2.42700
H 0.67976 2.04398 2.18574
H -1.83525 1.59496 1.04164
O 1.79773 -1.16522 2.08442
H 1.44183 -1.12240 1.19728
H 2.53367 -0.56521 2.28644
*
```

Calculated values
- SMILES = NC[C@H](N)CCO.O
- Kohn-Sham gap (eV) = 10.379
- ΔE to the lowest compared entry with this formula, charge and spin (eV) = 1.318

No. 2
ORCA calculation (ωB97M-V/def2-TZVPD) on a 2-piece molecular cluster, C4H14N2O2 overall.

Geometry as ORCA input:
```
! wB97M-V def2-TZVPD RIJCOSX def2/J DEFGRID3
* xyz 0 1
N -1.48893 -0.83957 -1.03079
C 0.00621 -1.07693 -1.10805
C 0.85826 0.11982 -0.36699
N 2.13706 0.17876 -1.22572
C 1.17160 -0.17004 1.14445
C -0.03377 -0.76655 1.97153
O -0.87495 0.24706 2.55815
H -1.79552 -1.14488 -0.12558
H -1.98387 -1.50661 -1.71457
H 0.44074 -1.99056 -0.63729
H 0.31672 -1.13754 -2.16510
H 0.45826 1.13815 -0.40907
H 2.52278 -0.78213 -1.42043
H 2.83872 0.80036 -0.90018
H 1.37831 0.67252 1.86348
H 2.17531 -0.78908 1.20100
H -0.81095 -1.52389 1.56906
H 0.30830 -1.33341 3.02068
H -1.40403 0.68910 1.87373
O -1.45186 2.17892 -1.63424
H -0.44296 2.14870 -1.78432
H -1.93797 1.33941 -1.81282
*
```

Calculated values
- SMILES = NC[C@H](N)CCO.O
- Kohn-Sham gap (eV) = 10.131
- ΔE to the lowest compared entry with this formula, charge and spin (eV) = 2.565

No. 3
ORCA calculation (ωB97M-V/def2-TZVPD) on a 2-piece molecular cluster, C4H14N2O2 overall.

Geometry as ORCA input:
```
! wB97M-V def2-TZVPD RIJCOSX def2/J DEFGRID3
* xyz 0 1
N -0.47577 0.42052 -2.28935
C -0.54703 0.21738 -0.79875
C 0.82099 -0.25966 -0.24814
N 1.64194 -1.12837 -1.05055
C 0.67684 -0.89288 1.15761
C 1.98597 -1.21879 1.91925
O 2.04469 -0.33363 3.02192
H -1.39130 0.23482 -2.81995
H -0.13090 1.28503 -2.58827
H -0.81202 1.14747 -0.18673
H -1.09325 -0.69485 -0.54822
H 1.45616 0.71572 -0.17302
H 1.45546 -0.83745 -1.96159
H 1.32486 -2.02723 -1.01088
H 0.15452 -1.77124 0.96903
H -0.06369 -0.28216 1.73152
H 2.08134 -2.26181 2.03745
H 2.83306 -0.95264 1.31308
H 1.37268 0.34746 2.96104
O -4.70175 2.45365 -0.68015
H -3.84995 2.79893 -0.89121
H -4.78286 3.03971 0.13590
*
```

Calculated values
- SMILES = NC[C@H](N)CCO.O
- Kohn-Sham gap (eV) = 9.768
- ΔE to the lowest compared entry with this formula, charge and spin (eV) = 2.203

No. 4
ORCA calculation (ωB97M-V/def2-TZVPD) on a 3-piece molecular cluster, C4H14N2O2 overall.

Geometry as ORCA input:
```
! wB97M-V def2-TZVPD RIJCOSX def2/J DEFGRID3
* xyz 0 1
C -2.07913 -1.02729 -0.54615
O 0.65347 0.40346 -2.40749
C -1.17619 -0.10915 0.17731
C -0.27490 -1.34440 -0.08153
C 1.30179 -0.99925 0.35395
N 1.34414 -0.48407 1.73953
N -0.85612 1.21766 -0.41283
H -1.93669 -1.51486 -1.52974
H -3.15598 -1.14233 -0.14919
H 1.38198 0.96961 -2.69687
H -1.46254 0.05806 1.25404
H -0.04284 -1.41474 -1.13374
H -0.47864 -2.28158 0.40366
H 1.63410 -0.22325 -0.36985
H 1.98346 -1.88898 0.25855
H 2.12192 -0.61321 2.34295
H 1.11036 0.46123 1.77882
H -1.76526 1.71238 -0.16423
H -0.04740 0.94377 -2.14815
H 1.11990 3.07352 1.38467
H -0.01103 1.97826 0.52945
O 0.63560 2.22517 1.41683
*
```

Calculated values
- Kohn-Sham gap (eV) = 5.923
- ΔE to the lowest compared entry with this formula, charge and spin (eV) = 6.983

No. 5
ORCA calculation (ωB97M-V/def2-TZVPD) on a 3-piece molecular cluster, C4H14N2O2 overall.

Geometry as ORCA input:
```
! wB97M-V def2-TZVPD RIJCOSX def2/J DEFGRID3
* xyz 0 1
C -1.25783 0.43312 2.07364
C -1.88968 0.21111 0.71534
C -0.93458 -0.03375 -0.44024
N -0.56010 1.03049 -1.30624
C -0.47095 -1.25669 -0.68346
N 0.39742 -1.53358 -1.76664
H -1.89017 0.22674 2.92064
H -0.97132 1.46416 2.21981
H -0.38710 -0.17000 2.24878
H -2.54901 1.05563 0.49627
H -2.53762 -0.66845 0.74767
H -1.32539 1.68113 -1.40868
H 0.19404 1.58473 -0.90233
H -0.68994 -2.05263 0.01665
H 0.23883 -2.42582 -2.21296
H 0.36620 -0.77747 -2.44578
O 1.64323 1.70671 0.42268
H 2.05897 0.91092 0.04728
H 2.27500 2.01440 1.07694
O 2.77056 -0.75415 -0.52259
H 3.48391 -1.38284 -0.37278
H 2.03553 -1.26378 -0.92400
*
```

Calculated values
- SMILES = CC/C(N)=C/N.O.O
- Kohn-Sham gap (eV) = 8.765
- ΔE to the lowest compared entry with this formula, charge and spin (eV) = 0.416

No. 6
ORCA calculation (ωB97M-V/def2-TZVPD) on a 3-piece molecular cluster, C4H14N2O4 overall.

Geometry as ORCA input:
```
! wB97M-V def2-TZVPD RIJCOSX def2/J DEFGRID3
* xyz 0 1
N 2.35301 1.56556 0.04226
C 1.77149 0.52096 0.65177
O 1.41034 0.53362 1.81670
C 1.60050 -0.76425 -0.19707
N 1.66783 -0.40429 -1.61911
C 0.32105 -1.47315 0.28486
C -0.76927 -1.82340 -0.71700
O -1.90611 -0.95726 -0.52103
H 2.73936 1.43720 -0.87477
H 2.58599 2.42477 0.50980
H 2.50098 -1.33597 0.00882
H 1.98797 -1.18009 -2.17789
H 0.79590 -0.01137 -1.94097
H -0.07140 -0.92350 1.13580
H 0.61607 -2.43116 0.73345
H -0.48600 -1.70495 -1.76552
H -1.17781 -2.82133 -0.58717
H -1.71672 -0.03368 -0.34683
O -3.73452 1.02101 1.07659
H -3.32661 1.00209 0.20457
H -3.84650 0.07778 1.22847
O -1.06774 2.29778 0.66476
H -1.17548 1.76720 1.45950
H -1.07233 3.21643 0.92999
*
```

Calculated values
- SMILES = NC(=O)[C@H](N)CCO.O.O
- Kohn-Sham gap (eV) = 10.069
- ΔE to the lowest compared entry with this formula, charge and spin (eV) = 0.613

No. 7
ORCA calculation (ωB97M-V/def2-TZVPD) on C4H14N2OS as an isolated structure.

Geometry as ORCA input:
```
! wB97M-V def2-TZVPD RIJCOSX def2/J DEFGRID3
* xyz 0 1
C 0.66093 -2.23241 0.33115
N 1.23616 -1.39902 -0.80466
C 0.69998 -0.08654 -0.71366
C -0.77053 0.20289 -0.89768
S -1.21593 1.97700 -1.03935
C 1.39116 0.66019 0.51358
N 1.37374 2.06885 0.41826
H 0.88583 -3.27967 0.15728
H 1.30052 -1.98289 1.22017
H -0.33800 -2.03031 0.73723
H 0.14887 -1.94033 -1.22072
H 1.18577 0.47617 -1.51605
H -1.17109 -0.21713 -1.83875
H -1.44791 -0.09935 -0.09420
H -1.06896 -2.44743 -1.34633
H 2.44900 0.36767 0.61500
H 0.90831 0.41879 1.47753
H 2.16376 2.41800 -0.10902
H 0.53840 2.57761 0.13745
H -3.73052 1.37328 1.55497
H -2.41987 1.75647 0.78763
O -2.77963 1.41815 1.63018
*
```

Calculated values
- Kohn-Sham gap (eV) = 4.537
- ΔE to the lowest compared entry with this formula, charge and spin (eV) = 8.118

No. 8
ORCA calculation (ωB97M-V/def2-TZVPD) on a 2-piece molecular cluster, C4H14N2OS overall.

Geometry as ORCA input:
```
! wB97M-V def2-TZVPD RIJCOSX def2/J DEFGRID3
* xyz 1 2
C -0.76456 -1.31553 -0.58616
N 0.47741 -0.57223 -0.39686
C 1.12427 -0.56154 0.94348
C 2.38955 0.27933 0.97632
S 3.61911 -0.22511 -0.30033
C -2.00379 -0.72827 0.06430
N -2.53342 0.47674 -0.52527
H -0.67718 -2.31552 -0.24527
H -1.05106 -1.47123 -1.67822
H 2.76894 -0.16491 -1.34824
H 0.48866 -0.08683 1.72148
H 1.20055 -1.64845 1.12678
H 3.02289 0.27616 1.97775
H 2.36063 1.34860 0.69825
H -2.66977 -1.56767 0.23969
H -1.61872 -0.41443 1.03279
H -3.23451 0.79254 0.03389
H 0.39975 0.27120 -0.76721
H -2.84590 0.35587 -1.42242
H -0.76116 2.11537 -0.02927
H 0.20769 2.94164 -1.07481
O 0.10063 2.21426 -0.44066
*
```

Calculated values
- Kohn-Sham gap (spin up / spin down) (eV) = 9.171 / 4.004
- ⟨S²⟩ = 0.753
- ΔE to the lowest compared entry with this formula, charge and spin (eV) = 0.650

no.,E (a.u.)
1,-420.756671
2,-420.710841
3,-420.724144
4,-420.548484
5,-420.789830
6,-571.281295
7,-743.435491
8,-743.371300